(1)
120
Properties=species:S:1:pos:R:3:forces:R:3 method="wB97M-V/def2-TZVPD" homo_ev=-7.04 charge=0 de_lowest_kcal_mol=12.6 energy_ev=-153077.522
Rb -0.292 0.061 -0.180 0.2 0.0 -0.1
C 3.958 -0.013 3.044 0.0 0.0 0.0
C 3.167 0.055 1.742 0.0 0.0 0.0
C 3.773 1.104 0.815 0.0 0.0 0.0
C 3.165 -1.314 1.062 0.0 0.0 0.0
O 1.783 0.355 1.962 -0.1 0.1 0.0
Si 1.089 1.446 3.029 -0.1 0.0 0.0
S -0.892 1.671 2.556 0.1 0.0 0.1
O 1.418 0.959 4.581 0.0 0.0 0.0
C 0.855 -0.056 5.406 0.0 0.0 0.0
C 0.667 -1.348 4.618 0.0 0.0 0.0
C -0.478 0.424 5.972 0.0 0.0 0.0
C 1.856 -0.277 6.535 0.0 0.0 0.0
O 2.044 2.781 2.862 0.0 0.0 0.0
C 2.193 3.932 3.696 0.0 0.0 0.0
C 3.319 3.659 4.688 0.0 0.0 0.0
C 2.568 5.076 2.762 0.0 0.0 0.0
C 0.900 4.260 4.435 0.0 0.0 0.0
H 4.997 -0.270 2.825 0.0 0.0 0.0
H 3.546 -0.769 3.713 0.0 0.0 0.0
H 3.936 0.946 3.560 0.0 0.0 0.0
H 4.797 0.832 0.547 0.0 0.0 0.0
H 3.771 2.076 1.304 0.0 0.0 0.0
H 3.190 1.169 -0.104 0.0 0.0 0.0
H 4.184 -1.631 0.826 0.0 0.0 0.0
H 2.592 -1.240 0.134 0.0 0.0 0.0
H 2.697 -2.055 1.714 0.0 0.0 0.0
H 0.042 -1.164 3.746 0.0 0.0 0.0
H 0.191 -2.110 5.240 0.0 0.0 0.0
H 1.627 -1.733 4.271 0.0 0.0 0.0
H -1.183 0.620 5.164 0.0 0.0 0.0
H -0.330 1.352 6.527 0.0 0.0 0.0
H -0.891 -0.325 6.651 0.0 0.0 0.0
H 2.819 -0.589 6.129 0.0 0.0 0.0
H 1.499 -1.044 7.225 0.0 0.0 0.0
H 2.000 0.652 7.089 0.0 0.0 0.0
H 4.243 3.432 4.150 0.0 0.0 0.0
H 3.062 2.806 5.315 0.0 0.0 0.0
H 3.493 4.530 5.323 0.0 0.0 0.0
H 3.474 4.825 2.209 0.0 0.0 0.0
H 2.744 5.995 3.325 0.0 0.0 0.0
H 1.762 5.249 2.047 0.0 0.0 0.0
H 0.624 3.447 5.108 0.0 0.0 0.0
H 0.082 4.404 3.730 0.0 0.0 0.0
H 1.032 5.170 5.024 0.0 0.0 0.0
C -0.514 2.604 -3.231 0.0 0.0 0.0
N -1.160 2.419 -1.941 0.0 0.0 0.0
C -0.603 3.343 -0.958 0.0 0.0 0.0
C -2.598 2.596 -2.080 0.0 0.0 0.0
C -3.413 2.221 -0.851 0.0 0.0 0.0
N -3.271 0.838 -0.409 0.0 0.0 0.0
C -4.038 0.651 0.814 0.0 0.0 0.0
C -3.686 -0.114 -1.421 0.0 0.1 0.0
H -0.680 3.616 -3.636 0.0 0.0 0.0
H -0.898 1.876 -3.947 0.0 0.0 0.0
H 0.559 2.442 -3.134 0.0 0.0 0.0
H -0.813 4.393 -1.222 0.0 0.0 0.0
H 0.481 3.218 -0.912 0.0 0.0 0.0
H -0.993 3.141 0.040 0.0 0.0 0.0
H -2.926 2.005 -2.938 0.0 0.0 0.0
H -2.841 3.647 -2.321 0.0 0.0 0.0
H -4.471 2.443 -1.083 0.0 0.0 0.0
H -3.136 2.857 -0.009 0.0 0.0 0.0
H -5.100 0.915 0.676 0.0 0.0 0.0
H -3.615 1.264 1.610 0.0 0.0 0.0
H -3.989 -0.394 1.121 0.0 0.0 0.0
H -4.737 0.026 -1.730 0.0 0.0 0.0
H -3.571 -1.126 -1.022 0.0 0.0 0.0
H -3.048 -0.026 -2.303 0.0 0.0 0.0
C -5.176 -4.087 -4.037 0.0 0.0 0.0
C -4.013 -4.298 -3.085 0.0 0.0 0.0
N -2.957 -3.300 -3.279 0.0 0.0 0.1
C -1.628 -3.567 -3.202 -0.1 0.0 0.1
S -0.577 -2.492 -2.455 0.0 0.0 -0.1
N -1.179 -4.721 -3.734 0.0 0.0 0.0
C -1.732 -5.393 -4.906 0.0 0.0 0.0
C -1.859 -6.891 -4.691 0.0 0.0 0.0
H -5.966 -4.812 -3.839 0.0 0.0 0.0
H -4.859 -4.192 -5.075 0.0 0.0 0.0
H -5.598 -3.088 -3.915 0.0 0.0 0.0
H -3.583 -5.291 -3.203 0.0 0.1 0.0
H -4.361 -4.232 -2.049 0.0 0.0 0.0
H -3.163 -2.401 -2.865 0.0 0.0 0.0
H -0.183 -4.840 -3.609 0.0 0.0 0.0
H -1.070 -5.198 -5.757 0.0 0.0 0.0
H -2.691 -4.942 -5.150 0.0 0.0 0.0
H -0.888 -7.324 -4.450 0.0 0.0 0.0
H -2.233 -7.375 -5.593 0.0 0.0 0.0
H -2.539 -7.117 -3.869 0.0 0.0 0.0
C 1.718 -1.540 -5.601 0.0 0.0 0.0
N 2.205 -2.275 -4.456 0.0 0.0 0.0
C 2.539 -1.728 -3.259 0.0 0.0 0.0
Se 2.604 0.037 -2.821 0.0 0.0 0.0
N 2.809 -2.766 -2.425 0.0 0.0 0.0
C 2.580 -3.974 -3.053 0.0 0.0 0.0
C 2.637 -5.286 -2.618 0.0 0.0 0.0
C 2.312 -6.274 -3.540 0.0 0.0 0.0
C 1.948 -5.958 -4.850 0.0 0.0 0.0
C 1.886 -4.637 -5.283 0.0 0.0 0.0
C 2.198 -3.656 -4.358 0.0 0.0 0.0
H 1.897 -0.483 -5.422 0.0 0.0 0.0
H 0.646 -1.710 -5.718 0.0 0.0 0.0
H 2.248 -1.857 -6.498 0.0 0.0 0.0
H 3.059 -2.616 -1.461 0.0 0.0 0.0
H 2.919 -5.533 -1.604 0.0 0.0 0.0
H 2.345 -7.311 -3.236 0.0 0.0 0.0
H 1.713 -6.755 -5.543 0.0 0.0 0.0
H 1.606 -4.387 -6.297 0.0 0.0 0.0
N -3.815 -5.564 4.814 0.0 0.0 0.0
C -3.307 -4.865 4.058 0.0 0.0 0.0
C -2.676 -3.988 3.104 0.0 0.0 0.0
C -2.077 -4.514 1.963 0.0 0.0 0.0
C -1.487 -3.632 1.074 0.0 0.0 0.0
N -1.459 -2.313 1.262 -0.1 0.0 0.1
C -2.033 -1.819 2.361 0.0 0.0 0.0
C -2.658 -2.616 3.310 0.0 0.0 0.0
H -2.073 -5.578 1.779 0.0 0.0 0.0
H -1.021 -3.992 0.164 0.0 0.0 0.0
H -1.966 -0.739 2.495 0.0 -0.1 0.0
H -3.104 -2.176 4.191 0.0 0.0 0.0



(2)
67
Properties=species:S:1:pos:R:3:forces:R:3 method="wB97M-V/def2-TZVPD" s2=0.7600 homo_ev="-11.40 / -11.40" spin_multiplicity=2 charge=+1 de_lowest_kcal_mol=17.7 energy_ev=-89081.112
Ir 0.100 0.148 0.441 0.1 -0.2 0.0
O 1.896 0.835 -0.566 0.0 -0.2 -0.1
S 2.130 1.993 0.341 -0.1 0.1 0.5
O 3.484 2.205 0.725 0.0 0.0 0.0
O 1.222 1.627 1.522 0.1 0.2 -0.3
C 1.470 3.499 -0.279 0.1 0.0 -0.2
C 1.608 4.595 0.568 0.0 0.1 0.0
C 1.117 5.826 0.180 0.0 0.0 0.0
C 0.500 5.963 -1.059 0.0 0.0 0.0
C 0.374 4.877 -1.907 0.0 0.1 0.0
C 0.865 3.636 -1.528 0.0 -0.1 0.0
S -0.673 1.652 -2.233 -0.1 0.1 0.0
O 0.753 2.575 -2.380 0.0 0.0 0.1
O -1.740 2.512 -2.680 0.0 0.0 0.0
O -0.775 1.614 -0.671 0.0 0.0 0.0
H 2.113 4.478 1.519 0.0 0.0 0.0
H 1.226 6.681 0.833 0.0 0.0 0.0
H 0.118 6.927 -1.366 0.0 0.0 0.0
H -0.106 4.960 -2.872 0.0 0.0 0.0
C -1.033 2.788 4.313 0.0 0.0 0.0
N -0.952 1.826 3.227 0.0 0.0 -0.1
C -1.975 1.074 2.838 0.0 0.1 0.0
S -1.948 0.002 1.493 -0.1 -0.2 0.3
N -3.118 1.134 3.526 0.0 0.0 0.0
C -4.313 0.365 3.203 0.0 0.0 0.0
H -0.048 3.224 4.450 0.0 0.0 0.0
H -1.317 2.302 5.249 0.0 0.0 0.0
H -1.738 3.594 4.091 0.0 0.0 0.0
H -0.153 1.894 2.605 0.0 0.0 0.0
H -3.195 1.830 4.247 0.0 0.0 0.0
H -4.686 0.619 2.211 0.0 0.0 0.0
H -5.073 0.600 3.941 0.0 0.0 0.0
H -4.100 -0.703 3.238 0.0 0.0 0.0
C 4.467 -0.562 2.070 0.0 -0.1 0.0
N 3.228 -1.174 1.603 -0.1 0.2 0.0
C 3.259 -1.688 0.239 0.0 0.0 0.0
C 2.109 -1.220 2.350 0.2 -0.1 -0.1
N 0.910 -1.153 1.800 -0.2 0.0 0.0
N 2.233 -1.395 3.688 0.0 0.0 0.0
C 3.293 -2.209 4.270 0.0 0.0 0.0
C 1.145 -1.061 4.588 0.0 0.0 0.0
H 4.756 0.224 1.374 0.0 0.0 0.0
H 5.269 -1.301 2.131 0.0 0.0 0.0
H 4.317 -0.112 3.047 0.0 0.0 0.0
H 4.124 -2.348 0.145 0.0 0.0 0.0
H 3.341 -0.888 -0.494 0.0 0.0 0.0
H 2.356 -2.262 0.044 0.0 0.0 0.0
H 0.187 -1.617 2.335 0.0 0.1 0.1
H 3.865 -2.698 3.488 0.0 0.0 0.0
H 2.844 -2.978 4.902 0.0 0.0 0.0
H 3.968 -1.609 4.884 0.0 0.0 0.0
H 0.506 -1.927 4.794 0.0 0.0 0.0
H 0.541 -0.261 4.163 0.0 0.0 0.0
H 1.563 -0.718 5.535 0.0 0.0 0.0
C -1.868 -4.287 3.142 0.0 0.0 0.0
C -1.505 -4.234 1.691 0.0 0.0 0.0
C -1.464 -5.373 0.893 0.0 0.0 0.0
C -1.073 -5.219 -0.423 0.0 0.0 0.0
N -0.769 -4.027 -0.935 0.0 0.0 0.0
C -0.852 -3.007 -0.096 -0.1 0.1 0.1
S -0.484 -1.472 -0.919 0.2 0.0 -0.3
N -1.189 -3.039 1.186 0.0 0.0 0.0
H -2.550 -5.109 3.352 0.0 0.0 0.0
H -2.324 -3.346 3.446 0.0 0.0 0.0
H -0.970 -4.441 3.745 0.0 0.0 0.0
H -1.727 -6.344 1.289 0.0 0.0 0.0
H -1.005 -6.065 -1.097 0.0 0.0 0.0



(3)
157
Properties=species:S:1:pos:R:3:forces:R:3 method="wB97M-V/def2-TZVPD" s2=0.7544 homo_ev="-10.89 / -10.89" spin_multiplicity=2 charge=+1 energy_ev=-75434.508
O -0.707 3.708 1.144 0.2 2.1 -0.9
H -0.986 3.247 1.939 -0.9 -1.0 3.1
H -0.223 3.168 0.515 1.1 -1.2 -1.4
H -1.474 4.115 0.735 -0.6 0.5 -0.5
C 0.164 0.112 -0.039 -0.7 1.1 0.1
C 1.207 1.068 -0.566 -0.8 -0.5 0.4
O 0.969 2.427 -0.419 -0.1 -0.8 0.2
H 0.291 -0.928 -0.338 0.4 0.2 0.1
H -0.767 0.458 -0.488 -0.4 -0.2 0.3
H 0.130 0.214 1.046 -0.2 -0.3 0.1
H 1.281 0.894 -1.639 0.7 0.1 -0.6
H 2.150 0.818 -0.080 0.8 0.2 -0.4
C -1.716 -3.346 5.798 -0.1 0.5 0.0
C -2.053 -1.961 6.467 1.9 -1.1 -0.4
C -1.826 -0.799 5.536 0.5 0.0 -0.9
O -0.411 -0.786 5.243 -0.1 0.4 1.0
C 0.017 0.233 4.374 -0.6 -0.9 -0.4
N -3.376 -2.028 7.004 -0.5 0.1 0.0
H -1.747 -4.190 6.486 -0.1 0.3 0.4
H -0.777 -3.480 5.261 0.1 0.5 0.0
H -2.544 -3.527 5.112 0.0 -0.1 -0.3
H -1.369 -1.719 7.280 0.1 -0.4 0.2
H -2.208 0.119 5.982 0.4 0.3 0.4
H -2.373 -0.866 4.595 -0.2 -0.4 -0.4
H -0.461 -0.046 3.435 0.0 0.8 -0.7
H 1.093 0.199 4.202 -0.1 -0.3 0.4
H -0.250 1.241 4.690 0.0 0.0 0.3
H -3.927 -2.419 6.253 -0.7 0.1 -0.2
H -3.318 -2.809 7.643 -0.4 0.0 0.6
C 1.048 -2.557 1.834 -0.8 0.6 -2.0
C 1.276 -3.799 2.614 1.4 1.1 -0.3
C 2.387 -4.656 1.939 -0.3 0.2 2.4
O 1.867 -5.185 0.807 -0.7 -1.2 -2.6
C 2.657 -6.195 0.187 0.7 0.1 -0.5
N 1.675 -3.276 3.904 0.4 -0.9 1.8
H 0.786 -2.783 0.800 -0.3 0.0 -0.3
H 1.900 -1.878 1.795 0.3 -0.2 0.2
H 0.228 -2.012 2.302 -0.2 0.2 -0.1
H 0.320 -4.319 2.675 0.3 -0.5 0.2
H 2.692 -5.455 2.614 0.0 -0.2 0.4
H 3.296 -4.078 1.768 0.2 0.5 -0.2
H 2.219 -6.640 -0.707 -1.1 0.0 0.5
H 2.989 -6.970 0.878 -0.3 -0.1 0.2
H 3.562 -5.830 -0.297 0.5 0.8 0.5
H 2.603 -2.879 3.907 0.4 -0.3 -0.3
H 1.112 -2.481 4.168 -0.5 -0.1 0.1
C 2.912 -2.847 -2.482 -0.6 0.9 1.0
C 1.688 -3.011 -3.364 0.9 1.5 0.9
C 1.233 -1.727 -4.106 -0.3 0.0 0.4
O 0.067 -2.049 -4.841 0.0 0.2 -1.0
C -0.431 -0.971 -5.697 1.0 -0.9 1.3
N 1.983 -4.029 -4.286 -1.0 -1.1 -1.5
H 3.845 -2.622 -2.998 -0.1 -0.1 -0.1
H 3.026 -3.697 -1.809 0.1 -0.3 -0.4
H 2.703 -2.035 -1.786 0.3 0.4 0.1
H 0.858 -3.290 -2.716 -0.2 -0.3 0.0
H 2.030 -1.334 -4.736 0.2 -0.1 -0.4
H 0.970 -0.901 -3.445 0.0 0.2 0.7
H 0.398 -0.475 -6.201 0.1 -0.1 -0.2
H -0.868 -0.252 -5.004 -0.5 0.3 -0.4
H -1.108 -1.423 -6.422 -0.1 0.2 0.3
H 1.303 -3.820 -5.003 -0.2 -1.0 -0.8
H 2.880 -3.937 -4.740 0.3 0.2 0.2
C -6.055 -1.272 2.843 0.5 -0.6 0.6
C -5.947 -2.830 2.743 -0.1 0.6 -0.5
C -4.503 -3.352 2.548 -0.9 0.2 -0.1
O -3.914 -2.818 1.383 -0.5 0.6 -0.6
C -2.548 -2.521 1.457 -0.2 -0.2 0.4
N -6.628 -3.472 3.908 0.7 0.5 -1.0
H -7.011 -1.004 3.295 -0.1 -0.1 -0.3
H -5.867 -0.701 1.934 -0.3 -0.4 -0.3
H -5.305 -0.901 3.542 0.2 0.0 0.3
H -6.432 -3.130 1.814 -0.5 0.0 0.1
H -4.578 -4.424 2.368 0.2 -0.3 0.6
H -3.955 -3.111 3.460 0.5 -0.1 0.1
H -2.039 -3.347 1.953 0.4 0.1 0.1
H -2.429 -1.588 2.009 0.4 0.1 0.3
H -2.128 -2.374 0.462 -0.2 -0.2 -0.1
H -7.097 -4.313 3.605 -0.1 -0.1 0.0
H -5.909 -3.770 4.553 0.0 -0.1 0.4
C 1.461 1.995 -4.594 -0.5 1.1 -1.5
C 2.753 2.832 -4.421 0.1 -3.0 0.6
C 3.122 3.792 -5.507 -1.2 0.0 -2.0
O 3.151 3.131 -6.793 0.7 -0.1 0.5
C 4.365 2.391 -7.049 -1.2 0.6 0.1
N 2.703 3.362 -3.093 0.0 1.5 0.9
H 0.591 2.649 -4.639 -0.1 0.5 -0.1
H 1.203 1.359 -3.747 0.7 -0.4 0.0
H 1.423 1.464 -5.545 0.2 -0.3 0.2
H 3.536 2.075 -4.378 0.4 -0.1 -0.1
H 4.044 4.365 -5.408 0.1 -0.1 0.7
H 2.281 4.468 -5.664 0.1 0.5 0.3
H 4.378 1.526 -6.387 0.4 -0.2 -0.2
H 5.244 3.021 -6.913 0.1 0.0 0.2
H 4.294 2.116 -8.101 0.1 -0.3 0.2
H 2.463 2.599 -2.476 0.4 -0.2 0.2
H 1.863 3.921 -3.055 0.0 0.4 -0.1
C -2.573 3.758 -4.750 -0.1 -0.8 0.0
C -3.031 3.535 -3.286 1.8 1.3 -0.3
C -2.284 2.293 -2.632 -1.7 2.8 -1.4
O -2.752 1.199 -3.333 0.2 -0.5 1.2
C -2.289 0.074 -2.654 0.1 -2.6 -2.1
N -2.743 4.807 -2.538 -0.3 -1.0 0.5
H -3.138 4.550 -5.241 -0.4 -0.1 0.1
H -2.692 2.833 -5.315 -0.1 0.0 -0.2
H -1.536 4.066 -4.882 0.3 -0.1 0.5
H -4.110 3.387 -3.324 0.1 -0.4 0.4
H -2.548 2.212 -1.578 0.1 0.1 0.4
H -1.209 2.387 -2.789 0.4 0.2 0.2
H -2.739 -0.276 -1.725 -0.5 0.9 0.3
H -1.204 0.012 -2.565 0.4 0.6 0.2
H -2.487 -0.715 -3.379 -0.1 -0.5 0.2
H -2.704 5.573 -3.195 -0.4 0.1 -0.2
H -1.784 4.777 -2.222 0.1 -0.1 0.0
C -3.052 1.478 2.037 0.7 -0.1 0.5
C -3.120 2.667 3.025 -2.2 -0.9 -0.8
C -4.196 2.512 4.161 -0.2 0.4 -1.3
O -5.497 2.488 3.532 0.8 -0.5 0.7
C -6.552 2.392 4.500 0.0 0.1 0.0
N -1.781 3.018 3.487 -0.6 -0.1 0.3
H -4.012 1.055 1.743 0.0 0.4 0.0
H -2.428 0.655 2.387 -0.2 -0.2 0.8
H -2.438 1.751 1.179 -0.5 0.3 -0.6
H -3.541 3.497 2.457 0.2 0.3 -0.2
H -4.198 3.416 4.770 0.4 0.2 0.3
H -3.964 1.662 4.802 -0.3 -0.4 0.0
H -6.716 1.374 4.851 0.2 -0.2 -0.1
H -7.485 2.754 4.066 0.2 0.0 -0.3
H -6.349 3.004 5.379 0.2 0.2 0.0
H -1.970 3.764 4.142 0.5 0.9 0.0
H -1.531 2.286 4.137 0.5 -0.5 -0.2
C 6.025 0.706 -3.222 0.6 0.5 0.2
C 5.221 1.070 -1.992 -1.5 -1.0 0.6
C 5.664 0.184 -0.796 0.4 -0.4 -1.6
O 5.522 -1.220 -1.198 0.3 0.8 1.8
C 5.502 -2.116 -0.044 -0.6 0.3 -1.3
N 5.259 2.468 -1.589 0.3 0.1 0.0
H 5.841 -0.290 -3.625 0.1 -0.2 0.7
H 7.031 0.834 -2.821 0.5 -0.3 -0.8
H 5.913 1.338 -4.103 -0.2 0.6 0.3
H 4.194 0.747 -2.165 -0.7 -0.1 -0.2
H 5.125 0.440 0.116 -0.4 -0.3 0.1
H 6.705 0.464 -0.636 0.3 -0.4 0.3
H 6.418 -2.129 0.547 0.0 0.4 0.0
H 5.340 -3.124 -0.424 0.2 0.0 -0.2
H 4.609 -1.892 0.539 0.1 0.2 0.5
H 4.699 3.050 -2.196 0.2 0.0 -0.7
H 4.749 2.597 -0.727 0.4 -0.2 0.4
O 2.915 0.654 2.554 -0.4 -0.4 -0.1
H 3.153 1.185 1.793 0.5 0.3 -0.1
H 2.500 1.272 3.156 0.1 0.2 0.3
O 0.124 4.695 -2.265 -0.2 0.0 0.1
H 0.476 3.985 -1.728 0.2 -0.3 0.1
H 0.747 5.413 -2.152 0.2 0.4 0.0
O 3.530 3.161 0.832 0.0 -0.3 0.2
H 3.222 3.675 1.579 0.1 0.3 0.3
H 2.742 2.741 0.488 -0.2 0.2 -0.4



(4)
32
Properties=species:S:1:pos:R:3:forces:R:3 method="wB97M-V/def2-TZVPD" homo_ev=-7.59 charge=-1 de_lowest_kcal_mol=16.5 energy_ev=-19462.010
B 0.103 0.315 0.368 -0.3 -0.3 0.2
H -0.536 -0.644 0.416 -0.9 -1.3 -0.2
H -0.620 1.198 0.516 -0.9 1.3 0.1
H 0.840 0.253 1.253 1.1 0.0 1.2
H 0.657 0.390 -0.633 0.7 0.1 -1.3
O 1.330 -2.222 -1.009 0.3 0.0 0.2
H 0.683 -2.882 -0.748 0.0 0.0 0.0
H 1.204 -1.498 -0.373 -0.1 -0.2 -0.5
O 0.322 3.415 -0.902 -0.1 0.0 -0.2
H 1.147 3.679 -1.319 0.1 -0.1 0.1
H 0.443 2.472 -0.716 0.1 0.1 0.1
O 1.130 0.149 -3.584 0.0 0.2 0.0
H 0.425 0.424 -2.972 0.0 -0.2 -0.2
H 1.044 0.747 -4.331 -0.1 0.0 0.0
O 2.808 1.503 0.048 0.0 -0.2 0.4
H 3.325 0.870 -0.460 -0.1 0.0 0.0
H 2.103 0.962 0.473 0.6 0.5 -0.5
O -0.134 2.223 2.747 0.1 -0.2 -0.1
H -1.041 2.054 3.016 0.0 0.0 -0.1
H -0.003 1.656 1.949 -0.2 0.6 0.8
O 0.414 -2.238 2.208 0.2 0.1 -0.3
H 0.519 -1.898 3.100 0.0 0.0 0.0
H 0.506 -1.447 1.635 -0.2 -0.4 0.5
O -1.454 0.610 -2.093 0.2 -0.1 0.3
H -1.834 1.487 -1.979 0.1 0.0 0.0
H -0.992 0.434 -1.239 -0.5 0.1 -0.8
O -3.177 -0.186 1.173 0.0 0.1 0.0
H -2.292 -0.096 0.783 -0.2 -0.1 0.1
H -3.178 0.428 1.912 0.0 0.0 0.0
O -1.598 -4.160 0.391 0.2 0.0 -0.1
H -1.138 -4.515 -0.376 -0.1 0.0 0.0
H -1.004 -3.484 0.746 -0.1 0.0 0.2



Which of these has the lowest charge? BH22O9